# 1
The following is a quantum chemistry calculation of a cluster of 8 separate species, C4H22O9 in total in a non-equilibrium geometry, from OMol25.

```
35
Properties=species:S:1:pos:R:3:forces:R:3
O 0.061715 2.796676 2.415494 0.66 -0.71 0.20
C -0.345091 2.025716 1.578789 -1.06 0.79 0.14
C -0.064492 0.557447 1.394614 -0.53 -1.08 2.21
C 0.705343 0.243640 0.169956 1.79 -0.19 -1.18
C 0.661886 -1.236729 -0.225357 -1.57 0.66 -1.33
O 1.391088 -1.402960 -1.459423 0.33 -0.07 0.13
H -1.125077 2.486665 0.913703 0.35 -0.67 -0.35
H 0.512640 0.110823 2.230069 -0.45 0.72 -0.18
H -1.033507 -0.004736 1.477070 0.48 0.65 -0.56
H 0.440966 0.972608 -0.613041 -0.09 -0.69 -0.34
H 1.797269 0.368873 0.341836 -0.61 0.57 0.13
H -0.416707 -1.492426 -0.456001 1.18 -0.29 0.73
H 1.158710 -1.819253 0.546571 -0.52 -0.19 0.20
H 1.783999 -2.285247 -1.490982 -0.17 0.27 0.15
O -1.198698 1.649711 -4.095674 0.62 2.71 1.34
H -0.891067 0.797747 -4.400980 1.05 0.21 0.25
H -0.485353 2.236544 -3.612444 -1.59 -2.65 -1.97
O -1.702317 -2.557412 1.661613 -1.53 0.08 0.33
H -2.253023 -2.115886 0.971019 0.75 -0.12 0.11
H -2.427241 -2.715475 2.306592 0.99 -0.09 -0.22
O -2.533266 0.883166 -1.897006 -0.81 -0.14 1.16
H -1.707222 0.785594 -2.365554 0.33 0.22 -0.59
H -2.674236 1.829413 -1.788588 0.08 -0.09 -0.25
O -3.158122 -0.986883 0.023342 -1.33 0.69 -1.56
H -3.910627 -1.182142 -0.575991 0.25 -0.72 0.88
H -2.923119 -0.190256 -0.503886 0.93 0.10 0.45
O 1.196817 0.560352 -3.452579 0.96 -1.52 -0.60
H 1.419812 -0.249633 -3.975471 -0.52 1.10 -0.01
H 1.622083 0.229872 -2.649555 -0.23 0.30 0.63
O 3.155844 -1.639457 2.902121 0.86 0.48 -0.34
H 3.092890 -0.659071 2.798714 -0.24 -0.98 0.21
H 2.297223 -1.982111 3.119169 -0.58 0.02 0.14
O 2.538964 0.946249 2.732546 0.67 2.48 0.35
H 2.978355 1.805481 2.457172 -0.70 -1.59 0.34
H 2.033560 1.233098 3.522144 0.24 -0.27 -0.60
```
Forces are in eV/Å.

Calculated values
Structure (SMILES): O=CCCCO.O.O.O.O.O.O.O
Orbital gap: 10.27 eV

=====

# 2
The following is a quantum chemistry calculation of a structure of composition C48H52CrN5O2P2SSe4, from OMol25.

```
115
Properties=species:S:1:pos:R:3:forces:R:3
Cr -0.673073 -0.486708 -1.421872 0.15 -0.04 -0.02
C 3.299046 1.724148 -0.979289 -0.05 0.01 0.04
Se 1.770253 1.285004 -2.101367 0.01 0.04 0.08
C 2.736864 0.334783 -3.507364 -0.01 -0.01 -0.02
C 2.882431 1.122112 -4.800043 0.00 0.00 0.02
Se 1.311809 1.164187 -5.962613 0.03 -0.02 -0.02
C 0.181104 2.420636 -4.999382 0.06 0.01 0.00
H 3.855493 0.820826 -0.746294 0.01 -0.04 0.01
H 2.916133 2.158389 -0.055817 -0.01 -0.02 -0.01
H 3.934827 2.446912 -1.484119 -0.01 -0.01 -0.01
H 2.204653 -0.597706 -3.671863 0.00 0.02 0.01
H 3.714384 0.092658 -3.086645 0.00 0.03 -0.01
H 3.648752 0.660108 -5.426277 -0.03 -0.01 -0.01
H 3.193556 2.150012 -4.613124 -0.01 -0.01 0.00
H 0.761274 3.300616 -4.729369 0.00 0.00 0.00
H -0.251683 1.972272 -4.109598 -0.01 -0.01 0.01
H -0.609024 2.713083 -5.689979 0.02 0.00 -0.01
Se 2.429147 1.583631 3.642090 -0.01 0.10 -0.03
P 0.832636 0.303013 4.156309 0.03 -0.01 0.02
C -0.393287 1.046611 5.261162 -0.03 -0.03 0.00
C 0.015038 2.066447 6.111625 0.03 -0.01 -0.01
C -0.880740 2.610503 7.021306 0.00 0.00 0.00
C -2.182983 2.139852 7.079210 -0.01 0.00 0.00
C -2.595613 1.124966 6.224827 0.00 0.01 0.01
C -1.705702 0.579444 5.315755 0.00 -0.02 0.02
C 1.401142 -1.193580 5.020876 0.02 0.00 -0.04
C 0.541578 -1.920490 5.843439 -0.02 0.00 0.00
C 1.018363 -3.005928 6.561332 -0.02 -0.02 -0.01
C 2.351534 -3.380297 6.456567 0.00 0.00 -0.03
C 3.210919 -2.658491 5.639867 -0.01 -0.03 -0.02
C 2.740702 -1.561567 4.932472 0.01 -0.02 -0.01
C -0.135355 -0.134894 2.688284 0.12 -0.07 -0.04
C 0.038190 -0.926240 1.548664 -0.01 -0.02 0.04
N -0.831907 -0.438007 0.629946 -0.04 0.06 0.08
N -1.508140 0.554139 1.177940 -0.11 0.16 -0.08
N -1.103884 0.761499 2.397069 -0.06 -0.03 -0.12
P 0.856351 -2.441749 1.058055 0.10 -0.02 0.01
Se 0.576378 -2.683015 -1.078095 0.03 -0.06 0.03
C 2.600090 -2.340959 1.463969 -0.07 0.02 0.00
C 3.213467 -1.093802 1.429229 -0.01 0.00 0.03
C 4.576725 -0.993298 1.658552 0.03 0.01 0.02
C 5.325304 -2.135833 1.900324 0.00 0.03 0.00
C 4.714877 -3.384218 1.914363 -0.03 -0.02 0.02
C 3.351716 -3.491401 1.696480 0.01 -0.03 -0.03
C 0.133238 -3.837767 1.941388 0.01 0.05 0.04
C -0.895773 -4.568011 1.351542 -0.03 0.02 -0.01
C -1.480084 -5.618630 2.040115 -0.01 0.01 -0.01
C -1.036584 -5.946646 3.312966 0.01 0.01 0.01
C -0.011404 -5.220150 3.901982 -0.01 0.00 0.02
C 0.573326 -4.163213 3.223313 0.01 -0.03 0.00
H 1.030811 2.436582 6.049326 0.00 0.01 0.00
H -0.558983 3.405150 7.681195 0.00 0.00 0.00
H -2.882123 2.566819 7.786241 0.00 0.00 0.01
H -3.615449 0.765367 6.261016 0.00 0.00 0.00
H -2.040767 -0.191703 4.634252 0.00 0.01 0.02
H -0.493783 -1.626682 5.953120 -0.01 0.00 -0.02
H 0.348564 -3.551015 7.213695 0.00 -0.01 0.00
H 2.723821 -4.223569 7.024015 0.00 0.00 0.01
H 4.254988 -2.933937 5.567499 0.00 -0.01 0.00
H 3.417028 -0.964862 4.334218 0.00 0.00 -0.03
H 2.624967 -0.200123 1.263647 0.01 0.00 -0.02
H 5.047128 -0.018679 1.672910 -0.01 0.01 -0.01
H 6.388955 -2.054455 2.082201 0.01 0.00 0.00
H 5.301159 -4.274537 2.098472 0.00 0.00 0.00
H 2.877248 -4.464191 1.706050 0.00 -0.01 0.01
H -1.230193 -4.316952 0.353639 0.01 0.00 -0.01
H -2.276763 -6.185283 1.577447 0.00 0.00 0.00
H -1.488010 -6.772788 3.846319 0.00 0.00 0.00
H 0.339690 -5.474001 4.892730 0.00 0.00 0.02
H 1.379000 -3.609820 3.686395 0.03 0.04 0.04
C 0.872903 -2.629051 -4.760725 -0.01 0.01 0.00
N -0.385019 -2.089047 -5.239899 -0.04 -0.03 0.01
C -0.713052 -2.410065 -6.622804 0.01 0.00 -0.01
C -2.201333 -2.274758 -6.845569 0.00 0.00 0.00
C -2.624588 -0.886941 -6.423841 0.00 0.01 -0.02
N -2.157049 -0.588246 -5.073587 0.05 0.01 0.01
C -2.799497 0.547865 -4.439172 -0.03 0.03 0.02
C -1.024771 -1.117311 -4.554586 0.14 -0.04 0.00
O -0.567454 -0.736106 -3.440890 -0.29 0.06 -0.03
H 0.890688 -3.702165 -4.949895 0.01 0.00 0.00
H 0.975947 -2.459498 -3.695748 0.02 0.01 -0.03
H 1.715265 -2.164569 -5.281144 0.01 -0.01 -0.02
H -0.381816 -3.431164 -6.810379 -0.01 0.00 0.01
H -0.153096 -1.751623 -7.297090 0.00 0.00 0.00
H -2.731869 -3.022823 -6.253334 0.00 0.00 0.00
H -2.447008 -2.437295 -7.894230 0.01 0.00 0.00
H -3.711483 -0.799281 -6.420911 0.01 0.01 0.00
H -2.237173 -0.135671 -7.122016 0.00 -0.01 0.00
H -3.872431 0.484384 -4.619013 0.00 -0.01 0.02
H -2.433746 1.497252 -4.841510 -0.05 -0.03 0.00
H -2.615613 0.538116 -3.373983 0.03 0.02 0.05
O -1.472758 1.378551 -1.570629 -0.03 0.04 -0.03
S -2.583723 2.204866 -0.918259 0.07 0.06 -0.05
C -1.791607 3.325168 0.216831 0.01 -0.03 0.04
C -2.613676 4.063794 1.051999 -0.01 -0.01 0.01
C -2.030391 4.905929 1.985792 -0.01 0.01 -0.01
C -0.648139 4.988041 2.080144 0.01 -0.01 0.01
C 0.158416 4.235129 1.238921 0.01 0.00 0.02
C -0.413941 3.394408 0.297815 0.00 -0.01 -0.02
C -2.964074 3.361017 -2.222024 -0.04 -0.04 -0.01
C -1.949420 4.072375 -2.852716 0.00 -0.01 0.03
C -2.275614 4.915655 -3.899112 0.00 -0.02 0.02
C -3.602064 5.046025 -4.302698 -0.01 0.00 -0.01
C -4.604876 4.333235 -3.665691 0.00 0.01 0.00
C -4.285847 3.477461 -2.617370 -0.01 -0.01 -0.01
H -3.691570 3.974226 0.988933 -0.01 -0.01 0.00
H -2.656652 5.484613 2.650958 0.00 0.00 0.00
H -0.195360 5.628809 2.824693 -0.01 0.01 0.00
H 1.234291 4.284068 1.336689 0.01 -0.01 -0.01
H 0.190784 2.774167 -0.348408 0.04 -0.04 -0.02
H -0.923353 3.957866 -2.524460 0.00 0.01 -0.01
H -1.500075 5.481035 -4.398971 0.00 0.00 0.00
H -3.851003 5.712477 -5.117811 0.00 0.00 0.00
H -5.633838 4.438869 -3.981458 0.00 0.00 0.00
H -5.056664 2.905641 -2.115134 -0.01 0.00 0.00
```
Forces are in eV/Å.

Calculated values
Net charge: +1
⟨S²⟩: 6.01
Orbital gap (alpha / beta): 8.03 / 7.96 eV
2S+1: 5

=====

# 3
The following is a quantum chemistry calculation of a structure of composition C67H43Cl4N7O2Ti in a non-equilibrium geometry, from OMol25.

```
124
Properties=species:S:1:pos:R:3:forces:R:3
Ti 0.297359 0.501022 -0.771150 -1.39 -1.49 -1.38
Cl 7.996318 5.785078 -2.130881 0.03 0.04 -0.02
C 6.567653 4.860767 -1.795143 -0.10 -0.03 0.02
C 5.884384 5.061673 -0.606929 0.04 0.02 -0.01
C 4.753694 4.308973 -0.335026 0.00 -0.03 -0.01
C 4.287831 3.355730 -1.241311 0.05 0.04 -0.06
C 4.997269 3.175684 -2.429341 -0.08 0.02 0.00
C 6.126048 3.924610 -2.715382 0.04 -0.01 -0.03
C 3.127872 2.489805 -0.945604 -0.19 0.00 0.09
C 3.317530 1.088510 -0.926945 0.12 -0.06 0.09
C 4.504895 0.292569 -0.905651 -0.03 0.14 -0.02
C 4.121819 -1.018198 -0.701027 -0.07 -0.23 0.06
C 2.705312 -1.015435 -0.647522 0.33 0.27 -0.13
C 1.634132 -1.945184 -0.777096 -0.11 0.14 -0.46
C 1.685383 -3.337624 -0.345260 0.01 -0.22 -0.02
C 1.057810 -4.337391 -1.089908 0.00 0.06 -0.07
C 1.100579 -5.654801 -0.672494 -0.06 -0.07 0.01
C 1.742220 -5.971546 0.516089 0.03 0.13 -0.03
Cl 1.750625 -7.614395 1.067438 0.00 -0.05 0.01
C 2.376303 -4.994591 1.268366 0.01 -0.06 0.03
C 2.359298 -3.683008 0.826493 -0.06 0.07 -0.09
C -0.708245 -1.578415 -1.236353 -0.36 0.66 0.44
N 0.600213 -1.375458 -1.399743 0.82 -1.14 0.46
C -1.380326 -2.480876 -0.272065 0.27 0.34 0.07
C -1.284727 -2.472681 1.065320 0.09 -0.24 -0.28
C -2.075924 -3.471313 1.828894 0.09 -0.15 0.15
C -2.953475 -3.137175 2.860580 0.29 -0.15 0.31
C -3.695597 -4.108606 3.510555 0.08 -0.07 0.16
C -3.564739 -5.435961 3.135153 0.08 0.13 -0.13
Cl -4.475236 -6.660095 3.963301 -0.05 -0.03 0.03
C -2.718800 -5.795697 2.099930 -0.09 -0.08 0.00
C -1.991819 -4.811306 1.449844 0.05 0.05 0.00
C -0.576590 -1.392028 1.744489 -0.13 0.22 0.08
C -0.542787 -1.314724 3.153624 0.09 -0.06 -0.02
C -0.347875 0.000273 3.487074 0.10 -0.03 0.03
C -0.182613 0.714162 2.274071 0.10 0.03 0.16
N -0.257917 -0.163490 1.194082 0.27 0.15 0.63
C -0.109303 2.126428 2.214206 0.07 -0.11 -0.11
C 0.350903 2.828706 1.106584 0.35 0.07 0.00
C 0.717132 4.220375 1.026041 -0.05 0.01 -0.03
C 1.661483 4.326193 0.055747 -0.03 0.00 -0.06
C 1.922746 2.992075 -0.427699 0.16 -0.07 0.04
N 0.979664 2.145714 0.099897 0.32 1.31 1.00
C -0.330509 2.921001 3.452436 -0.04 0.03 0.09
C -1.391725 3.815828 3.547118 -0.02 0.08 -0.05
C -1.561354 4.604058 4.675848 0.02 0.02 0.05
C -0.650703 4.507741 5.713842 0.01 -0.05 -0.08
Cl -0.835189 5.516823 7.113754 -0.02 0.01 0.06
C 0.419671 3.630486 5.638897 0.02 0.01 0.04
C 0.573646 2.842091 4.510775 -0.02 0.04 -0.06
C -2.358701 -2.786991 -1.329432 0.00 -0.30 -0.22
C -1.822593 -1.868204 -2.174561 0.10 -0.40 -0.08
N 2.260586 0.261269 -0.759997 1.03 -0.41 -0.01
H 6.244381 5.792614 0.103978 0.01 -0.01 0.01
H 4.245553 4.443731 0.610203 -0.01 -0.02 0.01
H 4.647511 2.440291 -3.143967 0.01 -0.01 0.00
H 6.661919 3.786751 -3.644444 0.01 -0.01 0.01
H 5.510795 0.667515 -1.009803 0.01 -0.01 0.02
H 4.764816 -1.880910 -0.625294 0.00 0.01 0.01
H 0.556823 -4.079598 -2.016399 -0.02 0.01 0.01
H 0.631519 -6.437118 -1.253919 -0.01 0.01 0.00
H 2.868767 -5.259903 2.193604 0.01 -0.01 -0.01
H 2.842202 -2.906868 1.407069 -0.02 -0.01 0.03
H -3.083779 -2.101588 3.145573 0.10 -0.15 0.10
H -4.381717 -3.840565 4.302522 0.00 0.02 -0.01
H -2.625937 -6.834614 1.813935 0.00 0.00 -0.01
H -1.329149 -5.086758 0.639087 0.07 0.01 0.02
H -0.689592 -2.145781 3.822229 -0.08 0.00 0.02
H -0.340229 0.426990 4.475391 0.01 0.00 0.01
H 0.331034 5.004015 1.657479 0.04 0.01 0.02
H 2.177694 5.214290 -0.269087 0.02 0.02 0.06
H -2.081052 3.906358 2.715531 0.17 0.07 0.12
H -2.391406 5.293601 4.747836 0.01 0.02 0.00
H 1.132361 3.577714 6.450483 -0.01 0.00 0.01
H 1.420324 2.171452 4.435124 0.00 0.00 0.02
H -3.222987 -3.433877 -1.371858 -0.09 0.12 0.02
H -2.106985 -1.490267 -3.144306 -0.06 0.00 0.02
C -3.802517 2.115097 2.025193 -0.13 -0.25 -0.07
O -3.051215 2.916916 1.106246 -0.03 0.10 -0.15
C -2.536364 2.039237 0.190630 -0.12 -0.24 0.15
N -2.671188 0.800239 0.424138 -0.24 0.15 -0.34
C -3.315182 0.682802 1.739222 -0.08 0.03 0.14
C -4.404809 -0.359500 1.821118 -0.05 0.10 -0.20
C -5.472455 -0.213638 2.702443 0.08 -0.06 0.07
C -6.438314 -1.205421 2.807570 0.01 0.01 0.07
C -6.336689 -2.361651 2.048622 0.00 -0.03 -0.09
C -5.267905 -2.516448 1.177694 -0.22 0.22 -0.16
C -4.316161 -1.515704 1.058879 -0.42 0.27 -0.38
C -1.884503 2.649840 -0.970104 -0.16 0.30 -0.03
C -2.235346 3.936477 -1.302944 -0.01 -0.25 0.03
C -1.718695 4.547812 -2.457086 0.05 0.01 -0.10
C -0.858225 3.802021 -3.232790 -0.11 0.04 0.07
C -0.505509 2.521718 -2.830541 -0.12 0.00 -0.14
N -0.981105 1.892863 -1.684735 -0.23 0.39 -0.25
C 0.482316 1.766203 -3.518105 0.10 -0.05 -0.16
N 0.943959 0.683979 -2.995468 -0.49 0.48 0.31
C 2.023021 0.184181 -3.835899 0.08 0.00 0.04
C 2.014332 1.184679 -5.026928 0.09 -0.12 0.05
O 1.010050 2.162777 -4.691991 -0.03 0.09 0.06
C 1.860631 -1.243546 -4.299303 0.02 0.02 -0.06
C 2.984769 -1.983621 -4.647684 -0.01 0.00 0.05
C 2.850417 -3.262724 -5.168750 0.01 -0.04 0.00
C 1.590918 -3.826860 -5.314191 0.02 0.00 0.00
C 0.466229 -3.096835 -4.953925 -0.01 0.00 -0.02
C 0.603319 -1.804928 -4.468962 -0.01 0.02 -0.04
H -4.862959 2.228428 1.786896 0.00 0.01 0.03
H -3.610646 2.463395 3.038426 0.00 -0.02 -0.03
H -2.523938 0.390505 2.445660 -0.18 0.11 -0.04
H -5.553492 0.667992 3.327353 -0.01 0.03 -0.02
H -7.272149 -1.071360 3.484888 0.01 -0.01 0.02
H -7.088110 -3.135821 2.135734 0.01 -0.02 0.01
H -5.169484 -3.424578 0.595089 0.00 -0.01 -0.01
H -3.491512 -1.611582 0.369648 -0.16 0.06 0.05
H -2.942675 4.453148 -0.672724 -0.01 0.00 0.03
H -2.000304 5.555793 -2.723965 0.02 -0.01 -0.03
H -0.422849 4.190002 -4.143608 0.02 0.00 0.00
H 2.956624 0.255057 -3.268840 0.04 0.00 -0.08
H 1.731884 0.698246 -5.960093 -0.05 0.04 0.00
H 2.965211 1.699048 -5.163514 -0.03 0.03 0.02
H 3.973060 -1.559165 -4.506338 -0.01 0.01 0.00
H 3.730816 -3.819619 -5.463157 0.00 -0.02 0.05
H 1.486629 -4.827308 -5.713732 0.00 -0.01 0.02
H -0.519854 -3.532722 -5.058969 -0.01 0.02 -0.01
H -0.266568 -1.215396 -4.215942 0.00 -0.01 0.02
```
Forces are in eV/Å.

Calculated values
⟨S²⟩: 2.17
Orbital gap (alpha / beta): 4.95 / 4.90 eV
2S+1: 3

=====

We obtain ΔE to the lowest compared entry with this formula, charge and spin values of 0.9587 0.0759 1.8842 eV for the records listed above, in that order.